[1]
A molecular structure, C38H26ClIN2OPW. Source: the Open Molecules 2025 dataset; level of theory: ωB97M-V with the def2-TZVPD basis set.

ORCA input file:
```
! RIJCOSX wB97M-V def2-TZVPD def2/J DEFGRID3
* xyz 3 1
W 0.85 -1.18 -0.45
I 1.10 -1.06 -3.08
Cl -3.72 -5.63 3.20
P -0.77 0.58 -0.61
O -0.35 -2.49 -0.38
N 0.93 -1.58 1.70
N 2.83 -0.64 0.14
C 3.10 -0.63 1.49
C 2.75 3.33 0.38
C -1.50 1.98 -5.77
C 4.51 -0.12 3.40
C -3.47 2.62 -2.73
C 5.05 0.17 -0.27
C -1.16 1.12 -3.47
C -2.09 -4.12 -0.11
C -2.09 1.17 1.81
C 5.32 0.20 1.08
C -0.06 0.42 -4.03
C -2.72 -4.73 2.15
C 4.33 -0.18 2.00
C -1.14 -3.28 0.44
C -2.02 0.37 0.66
C -3.09 0.92 2.74
C -4.00 -0.10 2.54
C 2.26 -0.94 3.72
C 0.15 -2.38 2.35
C -0.93 -3.15 1.81
C 2.16 2.58 1.40
C -1.74 -3.90 2.67
C 0.56 1.72 -0.19
C -3.04 2.63 -4.02
C 3.79 -0.24 -0.70
C -1.89 1.90 -4.42
C -2.95 -0.65 0.45
C 2.08 -1.05 2.37
C 2.24 3.29 -0.91
C 0.32 0.51 -5.35
C -2.88 -4.84 0.77
C 3.48 -0.47 4.24
C -0.40 1.32 -6.24
C -3.94 -0.88 1.39
C -2.74 1.90 -1.78
C 1.08 1.77 1.11
C -1.61 1.17 -2.10
C 1.16 2.48 -1.20
H -3.09 1.94 -0.76
H -4.78 -0.28 3.27
H -3.63 -5.52 0.38
H 6.29 0.53 1.44
H 2.54 2.65 2.41
H -4.67 -1.66 1.22
H -1.42 2.00 1.95
H -2.93 -1.23 -0.46
H 0.35 -2.54 3.41
H 2.69 3.89 -1.69
H 3.61 -0.41 5.31
H -0.09 1.39 -7.27
H 3.58 3.98 0.61
H 3.56 -0.24 -1.75
H -2.09 2.59 -6.44
H 5.45 0.22 3.80
H -1.59 -3.85 3.74
H -3.16 1.55 3.62
H -2.20 -4.21 -1.18
H -3.57 3.20 -4.78
H -4.35 3.17 -2.43
H 1.47 -1.21 4.42
H 1.16 -0.05 -5.73
H 0.62 1.19 1.91
H 0.75 2.47 -2.21
H 5.79 0.46 -1.00
*
```

The LUMO energy (alpha / beta) is -10.00 / -10.00 eV.

=====

[2]
A molecular structure, C38H27BN10O7SYb in a non-equilibrium geometry. Source: the Open Molecules 2025 dataset; level of theory: ωB97M-V with the def2-TZVPD basis set.

ORCA input file:
```
! RIJCOSX wB97M-V def2-TZVPD def2/J DEFGRID3
* xyz -1 2
Yb -0.05 -1.02 -0.35
S 2.25 -2.32 0.29
O 2.83 -2.28 -1.03
O 0.88 -2.87 0.33
O 0.74 -0.29 -2.20
O 2.25 -1.03 0.96
O 6.67 -0.33 -3.99
O 4.85 -1.33 -5.00
O 1.45 1.00 -0.58
N -2.92 6.81 4.57
N -5.53 -0.08 2.94
N -1.83 0.56 -1.50
N -0.02 -0.99 2.45
N -0.89 -2.48 -1.89
N -6.16 -3.47 0.32
N -2.13 -1.47 0.61
N -2.64 2.59 -3.20
N -0.81 1.13 0.92
N 2.13 -0.60 4.16
C -1.89 1.83 -1.07
C -0.25 -3.28 -2.43
C 6.25 -1.23 -4.99
C -2.26 2.85 -1.97
C 4.35 -5.19 3.15
C -3.26 -1.61 0.88
C 4.22 -3.01 2.13
C -2.63 1.32 -3.59
C 1.66 0.36 -1.63
C -5.42 -2.68 0.72
C 4.10 0.97 -1.69
C 0.61 -2.01 3.01
C 1.48 0.42 3.63
C 0.40 0.24 2.77
C 3.16 -0.47 -3.40
C -0.66 2.51 2.87
C -2.00 4.61 3.08
C 1.70 -1.81 3.85
C -2.19 0.31 -2.74
C -5.09 -0.82 2.18
C 5.38 0.82 -2.20
C 4.95 -6.14 4.15
C 3.18 -3.45 1.33
C -1.52 3.46 2.31
C 2.73 -4.76 1.42
C -1.53 2.09 0.33
C 4.43 -0.61 -3.90
C -2.44 5.73 5.16
C -2.51 5.76 2.46
C -4.57 -1.71 1.25
C 4.80 -3.88 3.04
C -1.94 3.24 1.00
C -2.96 6.81 3.24
C 3.01 0.33 -2.27
C 5.52 0.01 -3.30
C -0.37 1.35 2.16
C -1.97 4.62 4.48
C 3.32 -5.62 2.32
B 0.60 -4.31 -3.20
H -0.26 2.64 3.86
H 6.69 -2.23 -4.80
H -2.61 3.92 0.51
H -2.13 -0.73 -3.05
H 5.61 -3.54 3.67
H 4.54 -1.99 2.05
H 6.60 -0.87 -5.98
H 3.93 1.57 -0.80
H 5.56 -6.88 3.63
H 1.92 -5.06 0.78
H 0.23 -2.99 2.76
H -2.54 5.85 1.39
H -3.37 7.70 2.79
H 0.40 -5.41 -2.77
H 4.17 -6.68 4.68
H 2.98 -6.65 2.39
H -2.25 3.89 -1.69
H 1.86 1.41 3.87
H 1.75 -3.99 -3.01
H -1.62 3.76 5.03
H 2.24 -2.64 4.30
H 0.34 -4.21 -4.37
H 2.30 -0.98 -3.81
H 5.57 -5.62 4.87
H -2.96 1.13 -4.60
H -2.41 5.76 6.24
H 6.23 1.31 -1.76
*
```

The LUMO energy (alpha / beta) is 0.83 / 0.82 eV.

=====

What are the calculated total energy values for these records? In order: -2813.87094; -4120.49738 Eh.
What are the energy above the lowest of the compared OMol25 structures with the same formula, charge and spin values for these records? In order: 1.8; 184.1 kJ/mol.